No. 1
The following is a DFT calculation (wB97M-V/def2-TZVPD) of a molecular structure, C6H6INO2S2 at a distorted geometry.

```
! RIJCOSX wB97M-V def2-TZVPD def2/J DEFGRID3
* xyz 0 3
C 0.206 -1.380 -1.491
C 1.119 0.354 2.055
C -1.312 -1.384 -1.829
C -0.362 1.671 0.196
C 0.585 0.492 0.496
C -1.522 -0.615 -0.509
N -0.102 -0.565 -0.424
O 1.249 -1.788 -1.973
O 3.669 -0.089 1.560
S -2.036 1.190 -0.466
S 2.688 0.012 2.602
I -0.137 1.223 3.487
H -1.452 -0.776 -2.737
H -1.788 -2.333 -1.990
H -0.601 2.326 1.106
H 0.156 2.358 -0.362
H 1.593 0.594 0.028
H -1.956 -1.289 0.252
*
```

HOMO-LUMO gap (spin up / spin down) (hartree): 0.2713 / 0.2364
HOMO level (spin up / spin down) (hartree): -0.2796 / -0.3418
⟨S²⟩: 2.011
Electronic energy (eV): -41670.0389

No. 2
The following is a DFT calculation (wB97M-V/def2-TZVPD) of 2 unconnected molecules or ions with the total composition C6H6IO2 at a distorted geometry.

```
! RIJCOSX wB97M-V def2-TZVPD def2/J DEFGRID3
* xyz -1 1
C 1.314 0.176 -1.125
C 0.225 -0.597 -0.852
C -1.956 -3.505 0.223
C -1.474 -0.693 1.203
C -0.926 -0.019 -0.072
C -2.266 -0.672 -0.094
O -2.801 -3.355 0.942
O -1.085 -3.730 -0.493
I -3.935 0.840 -0.138
H 2.199 -0.112 -1.695
H 1.240 1.197 -0.780
H 0.108 -1.568 -1.239
H -1.055 -1.691 1.297
H -1.859 -0.143 2.073
H -0.787 1.089 0.033
*
```

HOMO-LUMO gap (hartree): 0.2208
HOMO level (hartree): -0.1000
Relative energy (zero: lowest compared OMol25 entry of this formula, charge and spin) (kJ/mol): 76.66
Electronic energy (eV): -18513.3941

No. 3
The following is a DFT calculation (wB97M-V/def2-TZVPD) of a gas-phase ion, C6H6N (charge +1) at a distorted geometry.

```
! RIJCOSX wB97M-V def2-TZVPD def2/J DEFGRID3
* xyz 1 1
C -0.492 0.983 2.345
C 0.030 0.756 1.068
C 0.425 0.502 -0.066
C 1.239 0.138 -1.205
N 0.854 -0.733 -2.125
C -0.327 -1.461 -2.291
C 0.449 -1.744 -3.291
H -0.779 0.158 2.866
H -1.321 1.573 2.227
H 0.148 1.499 2.900
H 2.277 0.577 -1.386
H -1.217 -1.559 -1.628
H 0.742 -1.896 -4.282
*
```

HOMO-LUMO gap (hartree): 0.3349
HOMO level (hartree): -0.5101
Relative energy (zero: lowest compared OMol25 entry of this formula, charge and spin) (kJ/mol): 371.16
Structure (SMILES): CC#CC=[N+]1C=C1
Electronic energy (eV): -7795.8959

No. 4
The following is a DFT calculation (wB97M-V/def2-TZVPD) of a gas-phase ion, C6H6N (charge +1) at a distorted geometry.

```
! RIJCOSX wB97M-V def2-TZVPD def2/J DEFGRID3
* xyz 1 1
C -0.214 1.608 -1.313
N -0.287 0.568 -0.305
C -0.274 0.930 0.955
C -0.142 -0.276 1.737
C 0.349 -1.501 2.198
C 0.249 -1.395 0.859
C 0.127 -1.027 -0.535
H 0.144 2.501 -0.963
H 0.353 1.268 -2.060
H -1.275 1.741 -1.649
H 0.656 -2.037 3.016
H 1.119 -0.930 -0.955
H -0.805 -1.450 -0.984
*
```

HOMO-LUMO gap (spin up / spin down) (hartree): 0.2731 / 0.2731
HOMO level (spin up / spin down) (hartree): -0.4966 / -0.4966
Relative energy (zero: lowest compared OMol25 entry of this formula, charge and spin) (kJ/mol): 461.82
Structure (SMILES): C[N+]1=C=C2C=C2C1
Electronic energy (eV): -7794.9564

No. 5
The following is a DFT calculation (wB97M-V/def2-TZVPD) of a molecular structure, C6H6N at a distorted geometry.

```
! RIJCOSX wB97M-V def2-TZVPD def2/J DEFGRID3
* xyz 1 1
C -0.005 -0.644 -0.180
C -1.487 -0.645 -0.342
C 0.005 0.974 -0.376
C -1.084 0.607 0.458
C 1.451 0.639 0.074
C 1.132 -0.685 0.776
N 1.296 -0.631 -0.695
H -1.759 -0.486 -1.411
H -2.167 -1.479 0.137
H -0.353 1.435 -1.336
H -1.149 0.796 1.540
H 2.310 1.331 -0.108
H 1.809 -1.212 1.464
*
```

HOMO-LUMO gap (hartree): 0.3491
HOMO level (hartree): -0.5558
Relative energy (zero: lowest compared OMol25 entry of this formula, charge and spin) (kJ/mol): 571.25
Electronic energy (eV): -7793.8222

No. 6
The following is a DFT calculation (wB97M-V/def2-TZVPD) of C6H6N2 in the gas phase at a distorted geometry.

```
! RIJCOSX wB97M-V def2-TZVPD def2/J DEFGRID3
* xyz 0 1
C -2.848 -0.022 0.026
C -1.598 -0.442 -0.063
C -0.440 0.481 -0.067
C 0.879 0.170 0.013
C 1.594 -1.121 0.023
N 2.894 -0.976 -0.010
N 3.146 0.424 -0.036
C 2.033 1.082 0.048
H -3.707 -0.703 0.124
H -2.997 1.041 0.055
H -1.338 -1.482 -0.119
H -0.696 1.527 -0.028
H 1.144 -2.126 0.062
H 1.935 2.148 -0.028
*
```

HOMO-LUMO gap (hartree): 0.3188
HOMO level (hartree): -0.3613
Relative energy (zero: lowest compared OMol25 entry of this formula, charge and spin) (kJ/mol): 194.89
Structure (SMILES): C=CC=C1C=NN=C1
Electronic energy (eV): -9296.7246

What did the fourth record say?
The following is a DFT calculation (wB97M-V/def2-TZVPD) of a gas-phase ion, C6H6N (charge +1) at a distorted geometry.

```
! RIJCOSX wB97M-V def2-TZVPD def2/J DEFGRID3
* xyz 1 1
C -0.214 1.608 -1.313
N -0.287 0.568 -0.305
C -0.274 0.930 0.955
C -0.142 -0.276 1.737
C 0.349 -1.501 2.198
C 0.249 -1.395 0.859
C 0.127 -1.027 -0.535
H 0.144 2.501 -0.963
H 0.353 1.268 -2.060
H -1.275 1.741 -1.649
H 0.656 -2.037 3.016
H 1.119 -0.930 -0.955
H -0.805 -1.450 -0.984
*
```

HOMO-LUMO gap (spin up / spin down) (hartree): 0.2731 / 0.2731
HOMO level (spin up / spin down) (hartree): -0.4966 / -0.4966
Relative energy (zero: lowest compared OMol25 entry of this formula, charge and spin) (kJ/mol): 461.82
Structure (SMILES): C[N+]1=C=C2C=C2C1
Electronic energy (eV): -7794.9564